[1]
DFT (ωB97M-V/def2-TZVPD) results for a structure of composition C14H18F3IN6O7Ti.

CARTESIAN COORDINATES (ANGSTROEM)
Ti  0.00  -0.83  -0.55
N  0.05  -0.03  2.86
N  0.89  -1.10  3.17
C  1.00  -2.15  2.36
N  1.95  -3.04  2.60
N  0.06  -2.23  1.38
N  0.23  -3.12  0.39
O  1.06  -4.00  0.34
O  -0.56  -2.89  -0.57
H  0.59  0.77  2.58
H  -0.54  0.18  3.65
H  1.58  -0.99  3.90
H  2.62  -2.89  3.33
H  2.05  -3.83  1.98
F  -1.65  -0.90  -2.97
C  -0.77  -0.34  -3.85
F  -0.88  0.99  -3.67
F  -1.17  -0.63  -5.07
C  0.68  -0.79  -3.54
O  1.48  -0.88  -4.41
O  0.85  -1.01  -2.26
C  -5.48  -0.11  0.21
N  -4.08  -0.53  0.33
C  -3.84  -1.74  1.12
C  -3.08  0.12  -0.23
C  -3.32  1.33  -1.08
O  -1.90  -0.26  -0.05
H  -6.06  -0.66  0.95
H  -5.88  -0.33  -0.78
H  -5.59  0.95  0.42
H  -4.52  -2.52  0.79
H  -4.02  -1.53  2.18
H  -2.81  -2.07  0.99
H  -4.36  1.50  -1.33
H  -2.74  1.23  -1.99
H  -2.93  2.20  -0.55
I  6.78  4.65  -0.32
C  5.12  3.40  -0.24
C  5.27  2.09  0.19
C  4.16  1.26  0.24
C  2.91  1.75  -0.14
C  2.77  3.06  -0.59
C  3.88  3.89  -0.64
C  1.74  0.87  -0.11
O  0.61  1.24  -0.53
O  1.82  -0.34  0.35
H  6.24  1.72  0.48
H  4.25  0.23  0.56
H  1.80  3.41  -0.90
H  3.78  4.91  -0.98

Calculated values
multiplicity: 2
total charge: +1
energy above the lowest of the compared OMol25 structures with the same formula, charge and spin: 144.8 kJ/mol
highest occupied orbital energy (spin up / spin down): -11.1048 / -11.1118 eV
gap between HOMO and LUMO (spin up / spin down): 7.3 / 7.3 eV

=====

[2]
DFT (ωB97M-V/def2-TZVPD) results for a structure of composition C14H18INO4Pt.

CARTESIAN COORDINATES (ANGSTROEM)
C  4.56  -1.62  -0.40
C  3.81  -1.92  0.97
O  3.50  -3.32  1.06
C  2.51  -1.04  1.16
O  1.79  -1.06  -0.11
C  1.80  0.22  -0.74
N  1.17  -0.08  -2.06
C  0.37  1.00  -2.62
O  -0.28  1.03  -3.62
C  0.56  2.13  -1.49
I  2.31  3.19  -2.30
C  0.81  1.34  -0.13
C  -0.44  0.56  0.43
O  -1.44  1.47  1.05
C  -2.65  0.91  0.85
C  -2.98  -0.56  1.12
C  -4.26  -1.16  0.87
C  -5.36  -0.26  0.29
C  -5.07  1.17  0.06
C  -3.76  1.82  0.31
H  3.92  -2.02  -1.25
H  4.74  -0.51  -0.50
H  5.58  -2.09  -0.41
H  4.55  -1.70  1.80
H  2.82  -3.53  0.39
H  2.79  0.03  1.36
H  1.90  -1.44  2.02
H  2.87  0.56  -0.84
H  0.60  -0.93  -2.01
H  -0.21  2.93  -1.43
H  1.33  2.04  0.58
H  -0.93  0.10  -0.48
H  -0.17  -0.21  1.20
H  -2.12  -1.18  1.51
H  -4.41  -2.25  1.06
H  -6.39  -0.65  0.05
H  -5.89  1.83  -0.34
H  -3.53  2.91  0.14
Pt  -4.38  2.29  2.42

Calculated values
total charge: +2
highest occupied orbital energy: -14.4802 eV
gap between HOMO and LUMO: 2.3 eV

=====

[3]
DFT (ωB97M-V/def2-TZVPD) results for an isolated molecule of C14H18N2O.

CARTESIAN COORDINATES (ANGSTROEM)
O  2.03  -0.60  -0.40
C  -0.08  0.07  -0.03
C  0.73  -0.64  -0.87
C  3.06  0.40  1.60
C  2.79  1.20  2.73
C  0.49  1.30  2.16
C  2.02  0.10  0.75
C  0.76  0.53  1.01
C  1.50  1.64  3.03
N  1.27  2.37  4.20
N  -2.00  -0.21  -1.57
C  -2.16  0.82  -2.62
C  -2.32  -0.41  0.92
C  0.88  -2.50  -2.51
C  -1.33  -1.41  -2.02
C  -1.56  0.28  -0.22
C  0.18  -1.21  -2.14
H  4.05  0.01  1.38
H  3.56  1.46  3.41
H  -0.56  1.56  2.32
H  0.32  2.63  4.40
H  2.02  2.79  4.77
H  -2.79  0.48  -3.40
H  -2.60  1.76  -2.27
H  -1.15  1.03  -3.03
H  -2.21  0.07  1.88
H  -3.39  -0.41  0.70
H  -2.00  -1.47  1.01
H  1.97  -2.34  -2.43
H  0.64  -3.31  -1.80
H  0.58  -2.89  -3.52
H  -1.75  -1.70  -2.99
H  -1.56  -2.25  -1.35
H  -1.75  1.35  -0.16
H  0.35  -0.51  -2.93

Calculated values
energy above the lowest of the compared OMol25 structures with the same formula, charge and spin: 150.9 kJ/mol
highest occupied orbital energy: -7.6631 eV
gap between HOMO and LUMO: 8.6 eV

=====

[4]
DFT (ωB97M-V/def2-TZVPD) results for the ion C14H18N2O with charge +2.

CARTESIAN COORDINATES (ANGSTROEM)
C  5.52  -1.21  2.01
O  5.22  0.09  1.44
C  3.81  0.02  1.06
C  3.38  1.57  0.77
C  2.51  1.76  -0.55
N  1.14  1.16  -0.52
C  0.37  1.27  -1.75
C  -1.07  0.73  -1.93
C  -1.74  0.07  -0.69
C  -3.23  -0.49  -0.68
C  -3.61  -1.79  0.08
C  -5.12  -2.19  0.03
N  -6.08  -1.36  -0.68
C  -5.76  -0.16  -1.39
C  -4.30  0.35  -1.44
C  -0.92  -0.07  0.63
C  0.54  0.52  0.63
H  5.55  -2.01  1.17
H  6.57  -1.15  2.46
H  4.80  -1.51  2.85
H  3.17  -0.47  1.88
H  3.66  -0.60  0.09
H  2.71  1.87  1.67
H  4.29  2.27  0.83
H  3.07  1.41  -1.50
H  2.37  2.90  -0.70
H  0.83  1.78  -2.68
H  -1.61  0.84  -2.94
H  -2.83  -2.41  0.64
H  -5.40  -3.15  0.60
H  -7.06  -1.70  -0.67
H  -6.55  0.47  -1.94
H  -3.97  1.31  -1.97
H  -1.36  -0.55  1.58
H  1.10  0.43  1.62

Calculated values
total charge: +2
energy above the lowest of the compared OMol25 structures with the same formula, charge and spin: 568.8 kJ/mol
highest occupied orbital energy: -14.6232 eV
gap between HOMO and LUMO: 6.1 eV

=====

[5]
DFT (ωB97M-V/def2-TZVPD) results for an isolated molecule of C14H18N2O3S.

CARTESIAN COORDINATES (ANGSTROEM)
C  -0.06  3.52  -3.26
H  -0.13  4.48  -2.74
H  -1.06  3.09  -3.39
H  0.40  3.67  -4.23
O  0.79  2.62  -2.58
C  0.42  2.20  -1.34
C  -0.70  2.64  -0.65
C  -1.01  2.12  0.60
C  -0.20  1.16  1.18
C  0.94  0.73  0.50
C  1.26  1.23  -0.75
O  2.34  0.85  -1.49
C  3.21  -0.11  -0.93
H  3.67  0.25  -0.01
H  3.98  -0.27  -1.68
H  2.69  -1.06  -0.73
H  1.57  -0.01  0.97
C  -0.59  0.47  2.46
H  -1.11  1.15  3.13
H  0.30  0.09  2.95
C  -1.53  -0.70  2.13
N  -0.99  -1.55  1.10
C  -1.37  -1.46  -0.21
S  -2.62  -0.59  -0.84
N  -0.54  -2.28  -0.91
C  0.35  -2.87  -0.05
C  0.08  -2.42  1.19
C  0.78  -2.75  2.47
O  1.82  -1.82  2.69
H  2.31  -2.07  3.48
H  0.06  -2.74  3.31
H  1.19  -3.77  2.38
H  1.10  -3.56  -0.39
H  -0.59  -2.39  -1.91
H  -1.74  -1.30  3.02
H  -2.47  -0.31  1.72
H  -1.90  2.45  1.11
H  -1.35  3.38  -1.08

Calculated values
energy above the lowest of the compared OMol25 structures with the same formula, charge and spin: 258.7 kJ/mol
highest occupied orbital energy: -7.2343 eV
gap between HOMO and LUMO: 7.6 eV

=====

[6]
DFT (ωB97M-V/def2-TZVPD) results for an isolated molecule of C14H18N2O3S.

CARTESIAN COORDINATES (ANGSTROEM)
C  -6.67  -0.61  0.88
H  -6.36  -0.51  1.92
O  -5.91  0.22  0.03
C  -4.57  0.02  -0.06
C  -3.88  0.88  -0.92
C  -2.52  0.75  -1.08
C  -1.81  -0.24  -0.40
C  -2.50  -1.08  0.47
C  -3.87  -0.95  0.65
H  -4.37  -1.61  1.33
H  -1.98  -1.82  1.06
C  -0.35  -0.31  -0.62
O  0.29  0.65  -1.02
N  0.22  -1.53  -0.39
C  1.56  -1.87  -0.41
N  2.41  -0.97  -0.88
C  3.84  -1.06  -0.74
H  4.32  -1.09  -1.73
H  4.06  -1.99  -0.21
C  4.39  0.14  0.05
C  4.15  1.50  -0.64
H  5.08  2.07  -0.66
C  3.12  2.19  0.25
H  2.10  1.96  -0.08
C  3.39  1.52  1.60
H  4.23  2.02  2.11
O  3.73  0.19  1.31
H  2.53  1.50  2.27
H  3.24  3.27  0.29
H  3.80  1.38  -1.67
H  5.47  -0.03  0.20
H  2.01  -0.06  -1.10
S  1.96  -3.39  0.09
H  -0.38  -2.29  -0.09
H  -1.98  1.42  -1.73
H  -4.44  1.63  -1.45
H  -6.61  -1.66  0.57
H  -7.70  -0.26  0.77

Calculated values
energy above the lowest of the compared OMol25 structures with the same formula, charge and spin: 156.4 kJ/mol
highest occupied orbital energy: -8.2710 eV
gap between HOMO and LUMO: 8.6 eV

=====

[7]
DFT (ωB97M-V/def2-TZVPD) results for an isolated molecule of C14H18N2OS.

CARTESIAN COORDINATES (ANGSTROEM)
N  0.50  -1.12  -0.64
O  1.40  0.82  0.39
S  -0.91  4.56  -1.42
C  0.46  0.16  -0.30
C  -2.38  -2.51  -2.63
C  -3.09  -1.28  -2.79
C  -1.15  -2.50  -1.94
C  -2.61  -0.11  -2.20
C  -0.66  -1.33  -1.41
C  -1.39  -0.13  -1.49
N  -0.65  0.82  -0.85
C  1.80  -2.01  3.86
C  2.65  0.22  0.72
C  -1.91  3.01  -1.53
C  0.02  3.28  -0.47
C  1.75  -1.45  2.47
C  2.64  -0.20  2.22
C  -1.08  2.20  -0.51
H  -2.80  -3.47  -2.97
H  -4.02  -1.31  -3.36
H  -0.57  -3.40  -1.75
H  -3.20  0.79  -2.30
H  1.51  -1.24  4.57
H  1.10  -2.83  3.99
H  2.82  -2.32  4.12
H  2.91  -0.64  0.07
H  3.45  0.97  0.57
H  -1.87  2.58  -2.55
H  -2.94  3.08  -1.19
H  0.28  3.70  0.51
H  0.93  2.97  -0.94
H  2.14  -2.24  1.80
H  0.70  -1.32  2.17
H  3.63  -0.39  2.57
H  2.19  0.55  2.80
H  -1.64  2.11  0.42

Calculated values
energy above the lowest of the compared OMol25 structures with the same formula, charge and spin: 148.1 kJ/mol
highest occupied orbital energy: -8.2058 eV
gap between HOMO and LUMO: 8.9 eV

=====

[8]
DFT (ωB97M-V/def2-TZVPD) results for a cluster of 2 separate species, C14H18N3S2 in total.

CARTESIAN COORDINATES (ANGSTROEM)
C  3.46  -1.28  -1.50
C  2.94  -0.08  -2.01
C  1.56  0.08  -2.16
C  0.68  -0.92  -1.74
C  -0.74  -0.59  -1.33
S  -1.83  -1.95  -1.36
C  -3.22  -1.26  -2.32
C  -3.14  0.27  -2.38
S  -1.40  0.79  -2.19
C  1.20  -2.15  -1.32
C  2.59  -2.31  -1.16
H  4.54  -1.42  -1.40
H  3.61  0.73  -2.28
H  1.16  1.04  -2.50
H  -3.15  -1.70  -3.32
H  -4.17  -1.60  -1.89
H  -3.48  0.66  -3.34
H  -3.78  0.74  -1.61
H  0.52  -2.93  -0.97
H  2.97  -3.25  -0.76
C  -0.86  -1.09  1.86
C  -0.64  -0.29  3.15
N  -0.05  0.91  2.62
C  0.39  2.18  3.15
C  0.82  2.94  1.88
N  0.60  1.99  0.80
C  0.05  0.85  1.26
N  -0.42  -0.28  0.71
H  -0.26  -2.00  1.88
H  -1.91  -1.35  1.68
H  -1.60  -0.09  3.63
H  0.01  -0.80  3.87
H  -0.38  2.75  3.68
H  1.20  2.10  3.88
H  0.24  3.86  1.77
H  1.88  3.21  1.93
H  0.64  2.22  -0.20

Calculated values
total charge: +1
energy above the lowest of the compared OMol25 structures with the same formula, charge and spin: 29.7 kJ/mol
highest occupied orbital energy: -11.7229 eV
gap between HOMO and LUMO: 8.0 eV

=====

[9]
DFT (ωB97M-V/def2-TZVPD) results for the ion C14H18NS2 with charge +1.

CARTESIAN COORDINATES (ANGSTROEM)
C  -0.20  -2.90  0.01
C  0.29  -1.85  0.90
N  1.53  -1.41  0.96
C  1.73  -0.34  1.97
C  0.33  -0.23  2.62
C  -0.59  -1.26  1.94
H  -1.24  -3.12  0.30
H  -0.19  -2.58  -1.05
H  0.39  -3.83  0.09
H  2.49  -0.63  2.71
H  2.03  0.63  1.54
H  0.41  -0.42  3.69
H  -0.07  0.77  2.51
H  -1.47  -0.80  1.50
H  -0.94  -2.03  2.64
C  3.56  -5.88  -0.07
C  4.21  -4.94  0.75
C  3.95  -3.58  0.62
C  2.96  -3.13  -0.23
C  2.50  -1.64  -0.09
S  1.84  -1.16  -1.70
C  2.84  0.30  -2.05
C  3.47  0.79  -0.76
S  3.94  -0.60  0.29
C  2.51  -4.00  -1.22
C  2.72  -5.38  -1.09
H  3.77  -6.95  0.02
H  4.95  -5.27  1.48
H  4.53  -2.83  1.17
H  3.61  0.01  -2.79
H  2.17  1.06  -2.48
H  4.42  1.30  -0.96
H  2.78  1.46  -0.23
H  1.99  -3.61  -2.09
H  2.28  -6.08  -1.80

Calculated values
total charge: +1
energy above the lowest of the compared OMol25 structures with the same formula, charge and spin: 0.0 kJ/mol
highest occupied orbital energy: -12.1797 eV
gap between HOMO and LUMO: 8.4 eV

=====

[10]
DFT (ωB97M-V/def2-TZVPD) results for a cluster of 3 separate species, C14H19BBr2Cl2FO8 in total.

CARTESIAN COORDINATES (ANGSTROEM)
C  -2.51  1.42  -3.32
C  -2.19  0.32  -2.10
Br  -1.32  -1.40  -2.64
C  -2.55  0.66  -0.68
Br  -3.48  2.42  -0.25
B  -2.23  -0.33  0.59
O  -3.24  -1.28  1.08
C  -2.52  -1.93  2.22
F  -2.95  -3.29  2.62
C  -0.93  -1.58  2.05
C  0.22  -2.69  2.40
Cl  1.76  -1.72  2.89
C  0.51  -3.79  1.22
C  1.59  -3.32  0.08
Cl  -0.99  -4.40  0.32
O  -0.92  -1.02  0.68
H  -2.39  0.92  -4.37
H  -1.63  2.22  -3.24
H  -3.52  1.99  -3.16
H  -2.18  0.46  1.49
H  -2.83  -1.23  3.14
H  -0.67  -0.62  2.69
H  -0.12  -3.23  3.41
H  0.99  -4.74  1.76
H  1.06  -2.48  -0.56
H  1.81  -4.28  -0.59
H  2.63  -2.96  0.49
C  5.36  -1.43  3.83
C  5.77  -2.53  4.76
O  6.34  -3.49  3.90
C  6.76  -2.83  2.78
O  7.45  -3.31  1.91
O  6.30  -1.54  2.78
H  5.42  -0.45  4.30
H  4.36  -1.57  3.43
H  6.52  -2.21  5.49
H  4.91  -2.96  5.30
C  -2.26  6.19  -4.25
C  -3.51  6.64  -4.93
O  -3.99  5.47  -5.56
C  -3.46  4.41  -4.86
O  -3.80  3.25  -5.02
O  -2.52  4.83  -3.97
H  -2.07  6.74  -3.32
H  -1.38  6.26  -4.90
H  -4.27  7.00  -4.22
H  -3.32  7.43  -5.67

Calculated values
total charge: -1
highest occupied orbital energy: -4.8317 eV
gap between HOMO and LUMO: 6.9 eV

=====

[11]
DFT (ωB97M-V/def2-TZVPD) results for a structure of composition C14H19BrOTm.

CARTESIAN COORDINATES (ANGSTROEM)
C  -1.69  -0.87  -1.90
C  -1.96  -1.44  -0.61
C  -2.23  -0.35  0.30
H  -2.15  -2.48  -0.42
C  -2.16  0.88  -0.43
C  -1.86  0.56  -1.77
H  -1.74  1.29  -2.55
H  -1.63  -1.41  -2.85
H  -2.59  -0.46  1.33
H  -2.29  1.89  -0.02
Tm  0.34  -0.06  -0.69
Br  2.47  -1.56  -0.43
C  1.90  0.62  -2.99
C  0.91  1.45  -3.63
C  -0.02  0.59  -4.29
H  0.92  2.54  -3.71
C  0.37  -0.76  -4.06
C  1.60  -0.75  -3.35
H  2.25  -1.61  -3.19
H  2.83  0.97  -2.55
H  -0.86  0.91  -4.91
H  -0.13  -1.64  -4.47
C  1.98  0.33  3.33
C  0.51  0.14  2.93
C  0.03  -1.23  3.48
C  -0.35  1.25  3.58
O  0.37  0.19  1.49
H  2.14  0.36  4.42
H  2.34  1.28  2.90
H  2.59  -0.48  2.91
H  -0.09  -1.19  4.57
H  -0.94  -1.49  3.06
H  0.75  -2.01  3.25
H  0.13  2.22  3.39
H  -1.36  1.21  3.20
H  -0.37  1.11  4.67

Calculated values
multiplicity: 3
total charge: -1
highest occupied orbital energy (spin up / spin down): -3.9658 / -3.9729 eV
gap between HOMO and LUMO (spin up / spin down): 6.9 / 6.9 eV

=====

[12]
DFT (ωB97M-V/def2-TZVPD) results for a cluster of 2 separate species, C14H19Cl2FN3O4S in total.

CARTESIAN COORDINATES (ANGSTROEM)
Cl  -1.89  8.95  5.92
C  -0.13  8.60  5.92
N  0.18  7.15  5.92
C  -0.33  6.41  7.16
C  0.13  4.96  7.10
N  0.94  4.76  5.87
F  1.50  1.82  6.38
C  2.14  5.62  5.91
C  1.69  7.07  5.92
C  0.09  4.98  4.69
C  -0.35  6.44  4.66
H  0.29  9.07  5.03
H  0.29  9.06  6.82
H  0.10  6.94  8.02
H  -1.42  6.53  7.16
H  0.72  4.68  7.98
H  -0.74  4.28  7.04
H  2.74  5.39  6.81
H  2.76  5.42  5.03
H  2.02  7.62  5.03
H  2.02  7.59  6.83
H  0.64  4.73  3.78
H  -0.79  4.33  4.75
H  -1.44  6.55  4.67
H  0.08  6.97  3.80
O  -4.66  -1.41  5.20
N  -4.25  -0.41  5.84
O  -5.00  0.55  6.17
C  -2.88  -0.37  6.21
C  -2.35  0.72  6.92
C  -1.00  0.76  7.29
C  -0.15  -0.33  6.97
S  1.66  -0.45  7.37
C  2.24  0.76  6.03
Cl  3.94  1.22  5.85
O  1.97  0.02  8.71
O  2.10  -1.72  6.84
C  -0.67  -1.38  6.22
C  -2.02  -1.43  5.86
H  -3.04  1.52  7.21
H  -0.64  1.64  7.83
H  1.93  0.32  5.06
H  -0.02  -2.20  5.90
H  -2.42  -2.28  5.33

Calculated values
total charge: +1
highest occupied orbital energy: -12.7436 eV
gap between HOMO and LUMO: 9.2 eV

=====

Computed values of max |F| (unit: hartree/bohr) for the preceding records, in sequence: 0.0331, 0.0643, 0.0566, 0.0870, 0.0178, 0.0139, 0.0477, 0.0528, 0.0549, 0.1211, 0.0320, 0.0702.
Computed values of E_tot (unit: eV) for the preceding records, in sequence: -77447.31367, -35811.35603, -19837.24668, -19814.32133, -34767.52152, -34768.58221, -30672.29094, -40943.70467, -37963.95676, -199728.20724, -116449.23753, -66072.60431.